Here is the molecule C9H10ClNO2 from OMol25. Energies are from ωB97M-V/def2-TZVPD.

CARTESIAN COORDINATES (ANGSTROEM)
C1 -2.714 -1.017 -1.365
C2 -1.708 -0.902 -0.293
C3 -0.653 1.245 0.401
C4 0.697 0.729 0.122
C5 1.603 1.144 -0.731
C6 2.951 0.721 -0.599
C7 3.277 -0.164 0.471
C8 2.252 -0.364 1.515
C9 0.894 -0.018 1.293
H1 -3.514 0.643 -0.406
H2 -2.129 -0.934 -2.458
H3 -2.968 -2.023 -1.525
H4 -0.786 -1.296 -0.784
H5 -1.921 -1.485 0.519
H6 -0.963 2.233 0.772
H7 1.267 1.809 -1.440
H8 4.310 -0.465 0.506
H9 2.492 -1.149 2.190
H10 -0.949 -0.237 2.036
N1 -1.700 0.578 0.241
O1 -3.855 -0.144 -1.135
O2 -0.016 -0.392 2.160
Cl1 4.133 1.487 -1.491

The calculation puts the calculated total energy at -27598.8156 eV. The HOMO-LUMO gap comes out at 9.046 eV. The SMILES is OCC/N=C\c1cc(Cl)ccc1O.

---

Here is a 2-piece molecular cluster, C9H10F17O3PS2 overall from OMol25. Energies are from ωB97M-V/def2-TZVPD.

CARTESIAN COORDINATES (ANGSTROEM)
F1 3.662 -2.383 2.097
C1 4.572 -1.639 1.346
C2 3.837 -0.897 0.225
P1 2.233 -1.604 -0.184
C3 1.321 -0.494 -1.260
C4 -0.097 -0.166 -0.787
C5 -0.101 0.681 0.497
F2 -0.483 1.884 0.129
F3 1.208 0.783 0.965
C6 -0.876 0.209 1.766
F4 -0.185 -0.799 2.353
F5 -0.898 1.239 2.610
C7 -2.367 -0.237 1.530
F6 -2.780 0.360 0.405
F7 -3.101 0.204 2.552
C8 -2.563 -1.813 1.493
F8 -1.526 -2.387 0.862
F9 -2.559 -2.224 2.751
S1 -4.150 -2.455 0.630
F10 -4.669 -3.142 1.951
F11 -4.910 -1.120 1.028
F12 -3.629 -1.784 -0.720
F13 -3.412 -3.803 0.236
F14 -5.427 -2.946 -0.127
H1 5.323 -2.325 0.951
H2 5.057 -0.929 2.017
H3 4.434 -0.873 -0.693
H4 3.630 0.144 0.492
H5 2.451 -2.822 -0.826
H6 1.535 -1.883 0.984
H7 1.260 -0.950 -2.252
H8 1.907 0.426 -1.373
H9 -0.509 0.487 -1.567
H10 -0.744 -1.039 -0.731
C9 0.028 4.939 -1.945
F15 0.221 4.687 -0.633
F16 -1.288 5.131 -2.123
F17 0.653 6.088 -2.231
S2 0.655 3.552 -2.982
O1 -0.130 2.435 -2.497
O2 2.056 3.491 -2.616
O3 0.361 3.976 -4.327

The calculation puts the calculated total energy at -92790.6423 eV. The HOMO-LUMO gap comes out at 7.765 eV.

---

Here is a 2-piece molecular cluster, C9H10F2N overall from OMol25. Energies are from ωB97M-V/def2-TZVPD.

CARTESIAN COORDINATES (ANGSTROEM)
C1 0.942 -2.241 2.867
C2 1.705 -2.593 1.795
C3 0.269 -0.993 2.883
C4 1.947 -1.761 0.764
C5 0.516 -0.081 1.911
C6 1.410 -0.481 0.815
C7 1.624 0.356 -0.224
C8 2.252 1.014 -1.114
C9 -1.210 1.413 -1.311
N1 -1.045 2.630 -2.149
F1 1.911 1.198 -2.394
F2 3.235 1.816 -0.969
H1 0.858 -2.939 3.768
H2 2.267 -3.547 1.639
H3 -0.277 -0.708 3.729
H4 2.539 -2.026 -0.098
H5 0.235 0.942 1.977
H6 -1.132 0.602 -1.926
H7 -1.677 1.633 -0.369
H8 -0.342 2.638 -2.921
H9 -0.882 3.521 -1.581
H10 -1.762 2.880 -2.866

The calculation puts the calculated total energy at -16407.5759 eV. The HOMO-LUMO gap (alpha / beta) comes out at 5.485 / 8.458 eV. As for the charge: +1.

---

Here is the molecule C9H10F3NO from OMol25. Energies are from ωB97M-V/def2-TZVPD.

CARTESIAN COORDINATES (ANGSTROEM)
C1 -0.901 -2.186 -2.660
C2 -0.163 -1.588 -1.636
C3 -1.862 -1.293 -2.906
C4 -0.735 -0.388 -1.346
C5 0.700 0.148 1.693
C6 2.055 -0.346 2.234
C7 -0.188 0.571 2.784
C8 -0.396 0.655 -0.442
C9 0.091 1.971 -1.009
N1 0.722 0.277 0.460
O1 -1.806 -0.115 -2.208
F1 0.463 2.857 -0.009
F2 -0.799 2.645 -1.729
F3 1.198 1.745 -1.710
H1 -0.610 -3.065 -3.242
H2 0.652 -2.113 -1.144
H3 -2.744 -1.401 -3.590
H4 2.854 -0.439 1.539
H5 2.352 0.396 3.031
H6 1.859 -1.366 2.633
H7 0.500 0.986 3.471
H8 -0.935 -0.190 3.165
H9 -1.006 1.392 2.517
H10 -1.301 0.847 0.104

The calculation puts the calculated total energy at -21183.3480 eV. The HOMO-LUMO gap comes out at 9.538 eV. The SMILES is CC(C)=N[C@H](c1ccco1)C(F)(F)F.

---

Here is the molecule C9H10FN from OMol25. Energies are from ωB97M-V/def2-TZVPD.

CARTESIAN COORDINATES (ANGSTROEM)
C1 -2.665 -1.502 0.228
C2 -3.384 -0.381 -0.214
C3 -1.291 -1.296 0.352
C4 -2.649 0.778 -0.488
C5 -0.679 -0.040 0.138
C6 0.769 0.201 0.224
C7 1.833 -0.642 -0.313
C8 1.230 1.626 0.588
C9 3.261 -0.219 -0.238
N1 -1.399 0.987 -0.351
F1 1.501 -1.768 -0.909
H1 -3.093 -2.463 0.396
H2 -4.421 -0.364 -0.471
H3 -0.588 -2.137 0.575
H4 -3.259 1.680 -0.819
H5 2.301 1.710 0.704
H6 0.945 2.224 -0.272
H7 0.796 1.967 1.451
H8 3.829 -0.935 -0.727
H9 3.533 -0.125 0.819
H10 3.430 0.700 -0.674

The calculation puts the calculated total energy at -13701.2076 eV. The HOMO-LUMO gap comes out at 8.766 eV. The SMILES is C/C(F)=C(\C)c1ccccn1.

---

Here is a 2-piece molecular cluster, C9H10FN2O5S overall from OMol25. Energies are from ωB97M-V/def2-TZVPD.

CARTESIAN COORDINATES (ANGSTROEM)
C1 -4.039 -3.293 1.046
S1 -2.663 -2.978 -0.042
O1 -3.200 -2.722 -1.367
O2 -1.847 -4.181 0.027
N1 -2.025 -1.740 0.658
C2 -1.296 -0.918 -0.211
C3 -1.877 0.105 -0.933
C4 -1.046 0.891 -1.705
C5 0.294 0.645 -1.728
N2 0.913 -0.342 -1.067
C6 0.074 -1.086 -0.338
H1 -3.627 -3.650 1.978
H2 -4.525 -2.342 1.226
H3 -4.718 -3.996 0.590
H4 -2.930 0.305 -0.893
H5 -1.440 1.703 -2.289
H6 0.924 1.298 -2.321
H7 0.510 -1.895 0.228
C7 2.411 2.000 1.035
C8 3.899 1.755 0.946
O3 4.316 2.741 0.013
C9 3.436 3.780 0.095
O4 3.629 4.858 -0.356
O5 2.334 3.415 0.781
F1 4.199 0.528 0.464
H8 1.856 1.457 0.270
H9 1.997 1.760 2.010
H10 4.438 1.904 1.884

The calculation puts the calculated total energy at -36266.7533 eV. The HOMO-LUMO gap comes out at 7.243 eV. As for the charge: -1.

---

Here is C9H10FeN2O4S5 as an isolated structure from OMol25. Energies are from ωB97M-V/def2-TZVPD.

CARTESIAN COORDINATES (ANGSTROEM)
Fe1 0.470 -0.285 -0.723
C1 -2.545 1.541 2.148
C2 -1.774 0.721 1.155
N1 -0.567 0.324 1.336
O1 0.071 0.779 2.479
C3 -2.362 0.318 -0.106
C4 -3.827 0.152 -0.357
N2 -1.481 -0.004 -1.011
O2 -1.805 -0.515 -2.132
H1 -1.927 1.788 3.006
H2 -3.426 0.992 2.490
H3 -2.899 2.462 1.679
H4 0.890 0.245 2.421
H5 -4.429 0.659 0.397
H6 -4.104 -0.909 -0.372
H7 -4.080 0.544 -1.346
S1 5.828 3.302 -4.138
C5 4.582 2.473 -3.385
S2 3.278 3.267 -2.494
C6 2.429 1.812 -2.017
C7 3.004 0.606 -2.398
S3 2.278 -0.894 -2.013
S4 4.508 0.708 -3.283
S5 0.992 1.865 -1.101
C8 0.978 -3.751 1.629
C9 0.979 -2.315 1.111
O3 0.346 -2.140 0.018
O4 1.593 -1.448 1.756
H8 0.145 -4.317 1.215
H9 0.948 -3.754 2.718
H10 1.910 -4.227 1.316

The calculation puts the calculated total energy at -109228.0148 eV. The HOMO-LUMO gap (alpha / beta) comes out at 4.083 / 5.695 eV. Its spin multiplicity is 5. As for the charge: -2.

---

Here is C9H10IN as an isolated structure from OMol25. Energies are from ωB97M-V/def2-TZVPD.

CARTESIAN COORDINATES (ANGSTROEM)
C1 -2.578 1.563 0.591
C2 -2.393 0.314 1.154
C3 -1.589 2.105 -0.213
C4 -1.224 -0.389 0.935
C5 -0.410 1.421 -0.422
C6 -0.207 0.161 0.150
C7 1.778 -0.447 -1.824
C8 1.036 -0.566 -0.074
C9 1.239 -1.929 0.511
N1 2.125 0.205 -0.607
I1 4.052 0.075 0.196
H1 -3.492 2.108 0.772
H2 -3.169 -0.119 1.770
H3 -1.747 3.068 -0.679
H4 -1.109 -1.357 1.397
H5 0.372 1.855 -1.025
H6 2.162 -1.414 -2.100
H7 1.277 0.164 -2.554
H8 0.470 -2.623 0.175
H9 1.193 -1.858 1.600
H10 2.214 -2.335 0.247

The calculation puts the calculated total energy at -19083.3596 eV. The HOMO-LUMO gap comes out at 7.915 eV.

---

Here is the molecule C9H10N2 from OMol25. Energies are from ωB97M-V/def2-TZVPD.

CARTESIAN COORDINATES (ANGSTROEM)
C1 0.077 -1.671 1.942
C2 -0.321 0.345 -2.261
C3 -1.059 -1.494 1.220
C4 0.830 0.306 -1.503
C5 -1.683 0.356 -1.812
C6 1.336 -1.058 1.592
C7 -1.267 -0.431 0.340
C8 0.917 0.683 -0.101
C9 0.732 2.021 0.438
N1 -1.989 -0.347 -0.743
N2 1.550 -0.284 0.571
H1 -0.056 -2.469 2.609
H2 -0.257 0.111 -3.332
H3 -1.861 -2.161 1.240
H4 1.633 -0.343 -2.046
H5 -2.362 0.541 -2.662
H6 2.116 -1.515 2.155
H7 -0.566 0.351 0.578
H8 0.478 1.818 1.510
H9 0.072 2.538 -0.090
H10 1.680 2.702 0.356

The calculation puts the calculated total energy at -12469.9151 eV. The HOMO-LUMO gap comes out at 6.965 eV. The SMILES is Cc1cccnccccn1.

---

Here is C9H10N2O as an isolated structure from OMol25. Energies are from ωB97M-V/def2-TZVPD.

CARTESIAN COORDINATES (ANGSTROEM)
C1 -1.290 2.844 0.478
C2 -1.681 2.069 1.532
C3 -0.549 2.306 -0.547
C4 -1.417 0.704 1.532
C5 -0.355 0.995 -0.609
C6 -0.766 0.121 0.471
C7 0.725 -0.716 -1.728
C8 1.187 -1.291 -0.491
C9 1.597 -2.736 -0.457
N1 0.063 0.337 -1.755
N2 -0.507 -1.155 0.318
O1 1.893 -0.502 0.342
H1 -1.532 3.927 0.446
H2 -2.274 2.475 2.231
H3 -0.220 2.819 -1.408
H4 -1.681 0.061 2.407
H5 0.691 -1.283 -2.708
H6 0.674 -3.337 -0.518
H7 2.369 -2.997 0.319
H8 2.206 -3.075 -1.217
H9 -0.711 -1.904 1.068
H10 1.577 0.340 0.294

The calculation puts the calculated total energy at -14517.6685 eV. The HOMO-LUMO gap (alpha / beta) comes out at 6.135 / 6.356 eV. Its spin multiplicity is 3.

---

The following maximum force values (in eV Å⁻¹) correspond, in order, to the records above: 5.8 1.3 3.3 4.8 7.0 1.4 0.6 3.9 4.9 6.5.